# 1
22
Properties=species:S:1:pos:R:3 method="wB97M-V/def2-TZVPD" total_energy_ev=-16092.4149 orbital_gap_ev=8.02 lumo_energy_ev=-0.26
H -1.131 -2.679 0.200
O -2.590 2.114 -0.655
C -2.727 -1.539 -0.029
C 4.300 0.059 -0.009
H 2.245 2.282 0.406
H 4.425 0.195 1.276
C -0.887 0.462 0.394
H -3.579 -2.226 -0.011
N -1.383 -1.831 0.076
H 4.371 1.636 -0.367
H 1.657 -2.039 -0.254
C -3.172 -0.222 -0.028
C 1.567 1.290 0.222
O 3.132 -0.690 -0.571
C 1.954 -0.037 -0.255
C 0.958 -1.078 0.199
H -4.375 -0.195 -0.352
C -2.261 0.975 -0.038
C 0.103 1.406 0.599
H -0.021 2.414 1.126
C -0.422 -0.909 0.266
H 5.283 -0.403 -0.675

---

# 2
28
Properties=species:S:1:pos:R:3 method="wB97M-V/def2-TZVPD" charge=-1 total_energy_ev=-227083.2178 orbital_gap_ev=7.68 lumo_energy_ev=2.77
H 3.450 7.163 -8.945
C 4.496 6.025 -10.324
H 5.672 4.076 -6.993
H 7.599 2.405 -19.201
C 6.316 3.841 -18.278
C 4.363 6.567 -8.951
H 7.775 2.296 -16.175
C 4.272 5.421 -7.990
C 7.592 3.014 -18.297
Br 6.050 2.934 -12.941
H 3.443 4.751 -8.218
N 4.545 5.553 -11.400
H 4.150 5.873 -7.005
H 6.495 5.254 -7.974
H 5.321 7.065 -8.802
H 6.466 4.657 -18.986
H 8.443 3.690 -18.213
C 5.622 4.602 -7.946
C 5.929 4.355 -16.911
C 7.641 1.899 -17.181
H 5.430 3.313 -18.630
H 5.597 3.982 -8.843
H 8.306 1.059 -17.382
H 6.635 1.479 -17.148
Br 6.748 6.975 -13.736
Br 2.795 5.471 -14.228
N 5.683 4.695 -15.844
Mg 5.079 5.049 -13.530

---

# 3
48
Properties=species:S:1:pos:R:3 method="wB97M-V/def2-TZVPD" spin_multiplicity=2 charge=-1 total_energy_ev=-139951.7117 orbital_gap_ev="6.03 / 6.73" lumo_energy_ev="2.17 / 2.17"
C 3.878 -13.801 -9.391
O 6.379 -17.204 -6.963
C 5.448 -11.744 -4.349
O 8.690 -16.587 -5.812
H 3.544 -13.867 -6.010
As 6.291 -13.096 -5.414
C 10.480 -12.975 -5.531
H 3.107 -9.222 -4.202
H 11.801 -11.401 -6.159
C 8.467 -11.357 -6.533
C 8.946 -16.257 -6.964
C 6.086 -18.406 -2.734
H 6.574 -20.142 -1.403
O 9.659 -15.789 -7.811
H 2.166 -14.104 -8.073
C 8.122 -12.547 -5.854
C 5.283 -13.611 -9.459
B 5.728 -19.301 -1.509
H 11.283 -13.649 -5.209
H 8.882 -14.285 -4.871
H 6.196 -10.250 -1.373
H 5.770 -18.609 -0.511
H 4.632 -19.783 -1.650
H 10.047 -10.002 -7.137
C 9.798 -10.940 -6.651
C 3.247 -13.879 -8.152
H 7.096 -13.261 -8.308
H 3.357 -13.916 -10.336
C 5.652 -10.490 -2.289
H 3.939 -11.027 -5.727
H 7.656 -10.738 -6.939
C 6.023 -11.552 -3.099
O 7.109 -16.621 -9.135
O 6.429 -14.571 -4.697
C 4.379 -10.888 -4.734
C 6.008 -13.418 -8.311
Cu 6.796 -16.665 -5.126
C 7.027 -16.806 -7.963
N 6.308 -17.679 -3.620
C 3.948 -9.862 -3.892
C 4.018 -13.749 -6.976
C 10.774 -11.777 -6.138
H 5.828 -13.604 -10.414
C 5.382 -13.475 -7.072
C 4.594 -9.691 -2.678
H 6.770 -12.258 -2.725
C 9.160 -13.357 -5.379
H 4.310 -8.857 -2.061